# C32H41BCdF2NO3Si

A structure of composition C32H41BCdF2NO3Si in a non-equilibrium geometry (ωB97M-V/def2-TZVPD, the OMol25 dataset).

```
82
Properties=species:S:1:pos:R:3:forces:R:3
Cd -1.087 0.728 -0.662 1.250 -0.397 -0.234
C -0.134 4.885 0.651 0.057 -0.112 -0.025
C 0.832 3.749 0.403 -0.016 0.067 -0.001
C 1.050 2.799 1.409 0.038 -0.018 0.050
C 0.356 2.988 2.740 0.026 -0.104 -0.107
C 1.924 1.730 1.180 -0.012 0.047 -0.022
C 2.167 0.647 2.205 -0.057 0.047 -0.097
C 2.579 1.629 -0.054 -0.019 0.038 -0.042
C 3.555 0.506 -0.292 -0.154 0.073 -0.015
C 2.322 2.550 -1.070 -0.020 0.048 0.024
C 2.915 2.329 -2.444 -0.091 0.031 0.112
C 1.489 3.648 -0.825 0.090 -0.019 0.048
C 1.313 4.727 -1.867 -0.093 -0.118 0.047
H -0.956 4.553 1.283 0.003 0.055 0.030
H -0.565 5.240 -0.282 0.009 0.046 0.011
H 0.362 5.727 1.145 -0.058 0.034 0.014
H -0.691 2.679 2.669 -0.013 0.041 0.070
H 0.381 4.035 3.041 -0.038 0.003 0.009
H 0.832 2.414 3.531 -0.017 0.005 0.021
H 2.104 -0.327 1.719 0.067 -0.045 0.049
H 1.425 0.647 2.996 -0.042 -0.024 0.041
H 3.155 0.741 2.666 0.008 -0.027 0.000
H 3.010 -0.371 -0.651 0.023 0.199 -0.039
H 4.069 0.232 0.628 0.025 -0.047 -0.010
H 4.309 0.782 -1.027 0.016 -0.029 -0.005
H 2.926 1.267 -2.682 0.053 0.004 -0.015
H 3.940 2.709 -2.512 0.010 -0.025 -0.064
H 2.314 2.823 -3.204 0.037 0.005 -0.054
H 0.424 4.538 -2.475 0.025 0.069 -0.039
H 2.176 4.788 -2.527 0.015 -0.003 -0.014
H 1.202 5.702 -1.395 -0.015 0.018 -0.021
F -3.596 -0.209 -2.282 0.238 -0.099 0.005
B -2.959 -0.258 -1.086 -1.551 -0.239 -0.196
F -3.811 -0.687 -0.133 0.196 -0.164 0.002
O -2.516 2.238 0.857 0.106 0.071 -0.053
C -2.701 2.922 -0.156 -0.248 0.454 0.186
C -3.876 3.876 -0.346 0.081 -0.079 -0.049
C -3.713 4.320 -1.796 0.083 -0.051 0.074
C -2.338 3.758 -2.193 -0.137 0.213 -0.196
O -1.766 4.040 -3.230 -0.081 -0.067 0.059
N -1.879 2.917 -1.220 0.366 -0.401 0.189
H -3.779 4.698 0.365 -0.008 -0.013 0.022
H -4.810 3.356 -0.135 0.017 -0.008 0.043
H -3.745 5.397 -1.951 0.040 -0.001 -0.033
H -4.456 3.862 -2.451 0.008 0.028 -0.033
C 3.050 -3.119 -0.038 -0.122 0.098 0.020
C 1.713 -3.531 -0.661 0.060 -0.052 0.137
C 1.843 -3.422 -2.187 -0.127 0.135 0.024
C 1.407 -4.995 -0.326 -0.061 0.095 0.039
Si 0.307 -2.331 -0.115 -0.247 -0.796 0.277
O 0.550 -0.888 -0.715 -0.220 1.069 -0.034
C 0.045 -2.290 1.785 0.172 -0.037 -0.170
C -0.813 -1.316 2.303 0.086 0.002 -0.062
C -1.102 -1.239 3.657 -0.118 0.056 0.023
C -0.526 -2.139 4.543 0.004 -0.022 0.012
C 0.328 -3.118 4.058 0.037 -0.004 0.015
C 0.595 -3.192 2.696 0.087 -0.027 -0.068
C -1.292 -3.212 -0.695 0.096 0.357 -0.074
C -1.657 -3.149 -2.043 0.092 -0.073 -0.027
C -2.789 -3.791 -2.523 0.008 0.056 -0.077
C -3.613 -4.485 -1.649 -0.007 -0.016 0.037
C -3.289 -4.535 -0.301 -0.044 -0.103 -0.024
C -2.136 -3.919 0.163 0.050 0.026 0.062
H 3.857 -3.784 -0.368 -0.004 -0.039 -0.002
H 3.012 -3.143 1.055 0.057 0.001 0.004
H 3.307 -2.102 -0.339 0.080 -0.242 0.090
H 2.731 -3.962 -2.535 0.006 -0.038 0.027
H 1.928 -2.379 -2.500 0.021 -0.004 -0.030
H 0.972 -3.857 -2.681 0.025 0.013 -0.046
H 2.140 -5.658 -0.801 0.037 0.015 0.004
H 0.415 -5.274 -0.687 0.020 -0.083 0.009
H 1.438 -5.186 0.749 -0.013 -0.058 -0.028
H -1.273 -0.599 1.633 -0.107 0.007 0.045
H -1.791 -0.484 4.015 0.044 0.026 0.002
H -0.747 -2.081 5.602 0.004 0.008 0.001
H 0.792 -3.824 4.736 -0.032 -0.007 0.009
H 1.252 -3.976 2.339 0.025 0.035 0.072
H -1.028 -2.590 -2.728 -0.079 0.039 -0.029
H -3.036 -3.738 -3.576 -0.019 0.025 -0.001
H -4.505 -4.979 -2.016 -0.017 0.022 0.005
H -3.940 -5.058 0.391 0.018 -0.009 0.005
H -1.894 -3.979 1.218 -0.029 0.019 0.010
```
Positions in Å, forces in eV/Å.

Calculated values
ΔE to the lowest compared entry with this formula, charge and spin (kJ/mol): 76.12
E_LUMO (eV): 2.80
HOMO-LUMO gap (eV): 8.2
HOMO (eV): -5.3817
Total charge: -1
Max |F| (eV/Å): 1.58